A structure of composition C21H31F5OP2Pt, computed with ωB97M-V/def2-TZVPD.

Computed properties:
frontier orbital gap (alpha / beta): 6.32 / 4.93 eV
energy relative to the best compared isomer or geometry (same formula, charge and spin): 74.9 kcal/mol

Geometry as ORCA input:
```
! RIJCOSX wB97M-V def2-TZVPD def2/J DEFGRID3
* xyz 2 5
P 0.825 -2.393 -0.807
P 0.002 1.992 0.965
C 1.222 0.508 -1.041
C 1.269 1.866 -0.472
H 0.265 0.088 -1.555
H 2.079 -0.007 -1.423
H 2.267 1.976 -0.003
H 1.226 2.692 -1.219
C -1.586 2.755 0.337
H -2.141 3.102 1.231
H -2.209 1.990 -0.185
H -1.387 3.614 -0.339
C 0.984 3.435 1.576
H 0.906 4.240 0.839
H 2.029 3.121 1.631
H 0.643 3.786 2.551
C -0.585 -3.506 -0.747
H -0.624 -4.126 0.140
H -0.540 -4.158 -1.623
H -1.472 -2.849 -0.754
C 2.369 -2.932 -0.073
H 3.014 -2.086 0.167
H 2.909 -3.590 -0.761
H 2.168 -3.479 0.859
Pt -0.228 -0.619 -0.038
C 0.137 0.959 -3.313
C -1.157 0.894 -2.891
C -2.219 0.169 -3.656
C -1.768 -1.270 -4.049
C -1.069 -1.951 -2.954
C 0.340 -1.981 -2.736
C 1.229 -1.291 -3.831
C 0.792 0.061 -4.348
C -0.312 -1.547 1.866
H 0.748 1.845 -3.049
H -1.481 1.419 -1.989
H -2.492 0.715 -4.566
H -3.133 0.115 -3.052
H -2.676 -1.853 -4.219
H -1.287 -1.290 -5.036
H -1.749 -2.689 -2.511
H 0.917 -2.982 -2.701
H 1.231 -2.002 -4.671
H 2.276 -1.260 -3.493
H 1.682 0.602 -4.697
H 0.221 -0.017 -5.289
H 0.478 -1.180 2.526
H -0.210 -2.629 1.791
H -1.265 -1.298 2.344
F 0.578 1.387 8.016
C 0.198 1.218 6.738
C 1.108 1.447 5.708
F 2.379 1.833 5.969
C 0.715 1.249 4.422
F 1.630 1.262 3.410
C -0.663 1.051 4.106
O -1.086 1.211 2.887
C -1.556 0.703 5.171
F -2.828 0.319 4.903
C -1.124 0.817 6.470
F -1.988 0.544 7.463
*
```


A structure of composition C26H20F5N2O5SSn, computed with ωB97M-V/def2-TZVPD.

Computed properties:
frontier orbital gap (alpha / beta): 5.43 / 4.76 eV

Geometry as ORCA input:
```
! RIJCOSX wB97M-V def2-TZVPD def2/J DEFGRID3
* xyz 1 1
Sn 0.617 -0.738 -0.912
C 0.935 -0.303 6.097
O 2.305 -0.310 5.669
C 2.555 -0.263 4.347
C 3.931 -0.250 4.012
C 4.272 -0.215 2.695
C 3.313 -0.190 1.642
C 3.719 -0.190 0.254
C 5.187 -0.253 -0.149
O 2.915 -0.151 -0.714
C 1.922 -0.203 1.987
O 0.907 -0.158 1.077
C 1.582 -0.245 3.358
H 0.974 -0.329 7.177
H 0.417 -1.183 5.738
H 0.424 0.603 5.766
H 4.672 -0.257 4.807
H 5.327 -0.211 2.473
H 5.918 -0.245 0.650
H 5.383 0.584 -0.813
H 5.299 -1.168 -0.750
H 0.531 -0.263 3.587
O -3.276 -0.928 0.475
S -2.565 -1.173 -0.739
O -1.527 -2.215 -0.725
N -1.602 0.074 -1.182
C -2.004 1.436 -0.910
C -3.277 1.840 -0.636
C -3.523 3.236 -0.438
C -2.501 4.118 -0.475
C -1.162 3.707 -0.708
C -0.073 4.592 -0.693
C 1.190 4.119 -0.916
C 1.357 2.734 -1.138
N 0.374 1.859 -1.154
C -0.903 2.336 -0.950
C -3.653 -1.398 -2.096
C -5.004 -1.652 -1.894
C -5.845 -1.747 -2.996
C -5.330 -1.588 -4.271
C -3.978 -1.350 -4.467
C -3.124 -1.258 -3.385
H -4.126 1.173 -0.545
H -4.536 3.575 -0.234
H -2.682 5.168 -0.285
H -0.274 5.634 -0.490
H 2.046 4.777 -0.906
H 2.357 2.338 -1.276
H -5.400 -1.728 -0.875
H -6.906 -1.908 -2.845
H -5.986 -1.648 -5.133
H -3.579 -1.233 -5.456
H -2.076 -1.046 -3.553
F 0.588 -4.002 -2.068
C 1.150 -3.512 -1.014
F 0.624 -3.921 0.097
C 2.701 -3.586 -1.034
F 3.188 -2.912 -2.052
F 3.064 -4.865 -1.142
F 3.167 -3.105 0.110
*
```


An isolated molecule of C6H4Cl2, computed with ωB97M-V/def2-TZVPD.

Computed properties:
frontier orbital gap (alpha / beta): 7.31 / 7.31 eV
energy relative to the best compared isomer or geometry (same formula, charge and spin): 137.2 kcal/mol

Geometry as ORCA input:
```
! RIJCOSX wB97M-V def2-TZVPD def2/J DEFGRID3
* xyz 0 1
C 0.299 -1.476 -0.004
C -1.048 -1.567 -0.221
C 1.162 -0.400 0.147
C -1.750 -0.343 -0.273
C 0.860 0.868 0.428
C 0.777 2.159 0.590
Cl 2.781 -0.912 0.370
Cl -3.291 -0.589 0.432
H 0.960 -2.387 -0.055
H -1.614 -2.562 -0.233
H 0.612 2.622 1.536
H 0.526 2.722 -0.302
*
```


A structure of composition C17H21S2SnTe2, computed with ωB97M-V/def2-TZVPD.

Computed properties:
frontier orbital gap: 7.27 eV

Geometry as ORCA input:
```
! RIJCOSX wB97M-V def2-TZVPD def2/J DEFGRID3
* xyz 1 1
Sn -0.784 1.987 -0.502
S 1.571 1.353 -0.496
C 1.990 1.091 1.205
C 3.320 0.737 1.465
C 3.779 0.595 2.761
C 2.928 0.807 3.842
C 1.606 1.133 3.609
C 1.141 1.267 2.299
S -0.600 1.549 2.069
H 3.993 0.586 0.630
H 4.814 0.322 2.930
H 3.291 0.706 4.858
H 0.928 1.292 4.440
C 0.921 7.871 -1.298
C 0.467 6.809 -0.335
C -0.871 6.444 -0.258
C -1.333 5.496 0.648
C -2.806 5.151 0.593
C -0.388 4.900 1.514
Te -1.074 3.700 3.075
C 0.986 5.224 1.437
C 2.084 4.580 2.256
C 1.376 6.177 0.504
H 0.144 8.111 -2.023
H 1.815 7.556 -1.839
H 1.174 8.788 -0.760
H -1.587 6.919 -0.921
H -3.381 6.011 0.251
H -3.211 4.835 1.548
H -2.979 4.345 -0.119
H 1.722 3.880 3.000
H 2.675 5.340 2.769
H 2.761 4.033 1.595
H 2.430 6.436 0.437
C -3.296 -0.376 -2.118
Te -1.940 -0.822 -0.551
C -3.330 -0.481 1.007
H -3.399 0.700 -2.230
H -4.249 -0.831 -1.860
H -2.911 -0.823 -3.032
H -4.233 -1.034 0.758
H -3.544 0.582 1.100
H -2.897 -0.866 1.927
*
```


Max |F| values, unit eV Å⁻¹, following the record order: 4.5 2.8 3.8 0.3.